Entry 1:
Molecular formula: C2H12O4
Method: DFT, the ωB97M-V functional and the def2-TZVPD basis

Geometry as XYZ:
```
18
Properties=species:S:1:pos:R:3:forces:R:3
O -3.031564 -0.830573 0.803379 -0.91 -0.24 0.09
H -2.730824 -0.565073 1.672459 -0.11 0.09 0.25
H -2.791904 -0.100183 0.232999 -0.18 0.11 -0.16
O -1.037744 -0.216663 -1.722981 -8.87 -1.39 -3.48
H -0.147534 -0.041343 -1.417971 -1.72 -0.08 -1.40
H -1.601244 0.199487 -1.070671 -0.22 0.12 -0.36
O 1.950716 1.821867 -0.877631 2.75 4.30 -0.12
H 2.608886 2.201617 -0.295541 0.23 0.17 0.36
H 2.435266 1.592807 -1.670711 0.69 0.68 -0.74
C -0.201914 -0.508233 1.173139 -0.27 0.25 0.58
C 0.959816 -0.729443 0.256079 0.02 -0.45 -1.07
O 0.757396 0.060447 -0.954981 8.52 -2.87 5.42
H -0.342844 0.559737 1.339479 -0.09 0.24 -0.22
H -0.090674 -0.896383 2.185589 0.39 -0.42 -0.06
H -1.113314 -0.937163 0.756639 0.66 0.03 0.01
H 1.014476 -1.768723 -0.067951 -0.23 -0.11 -0.02
H 1.929886 -0.574793 0.728469 0.11 0.72 -0.13
H 1.433116 0.732617 -1.069801 -0.75 -1.16 1.04
```
Positions in Å, forces in eV/Å.

Output
Orbital gap in eV: 8.8
ΔE to the lowest compared entry with this formula, charge and spin in eV: 5.0782
2S+1: 1
E_HOMO in hartree: -0.3275

The net atomic charges from Löwdin, expressed in e, are:
1 O -0.0544
2 H 0.0343
3 H 0.0182
4 O -0.0523
5 H -0.3306
6 H -0.0141
7 O 0.0970
8 H 0.1116
9 H 0.1149
10 C -0.0924
11 C -0.1857
12 O -0.0139
13 H 0.0919
14 H 0.0850
15 H 0.0410
16 H 0.1233
17 H 0.1142
18 H -0.0880



Entry 2:
Molecular formula: C2H12O5
Method: DFT, the ωB97M-V functional and the def2-TZVPD basis

Geometry as XYZ:
```
19
Properties=species:S:1:pos:R:3:forces:R:3
C -2.219548 -0.840775 -0.977388 0.76 3.25 2.35
C -1.753732 -0.143016 0.145226 0.43 -3.95 -0.11
O -0.820307 0.800434 0.219917 -1.99 1.96 -3.72
H -2.504462 -1.891019 -0.794649 -0.64 1.11 -0.47
H -2.345958 -0.158408 -1.842157 0.32 -1.55 -0.16
H -1.835248 -0.601769 1.107218 -0.31 -0.61 0.48
H -0.175842 1.045830 0.858666 0.72 -0.01 2.26
H 1.534965 2.730072 0.975750 0.58 2.40 -1.10
H 1.895245 1.239495 0.835775 0.17 0.08 -0.03
O 1.364408 1.896292 1.314410 -0.74 -2.61 1.18
H 0.087760 -2.282366 1.988238 -0.38 1.37 1.11
H 0.837995 -1.172398 1.510642 0.17 1.01 0.12
O 0.223038 -1.322537 2.249578 0.30 -2.35 -1.24
H 2.441823 -1.041325 -0.433840 2.36 -2.62 -1.01
H 1.426720 -0.069481 -0.946030 0.31 -0.37 0.92
O 1.906572 -0.385026 -0.114808 -2.48 2.71 0.07
H -0.227012 0.917470 -1.250700 -0.26 -0.03 -0.28
H -0.146597 0.677410 -2.837664 -0.29 0.04 -0.24
O 0.310182 0.601116 -2.008182 0.97 0.16 -0.12
```
Positions in Å, forces in eV/Å.

Output
Orbital gap in eV: 9.1
ΔE to the lowest compared entry with this formula, charge and spin in eV: 1.9010
2S+1: 1
SMILES: C=CO.O.O.O.O
E_HOMO in hartree: -0.3142

The net atomic charges from Löwdin, expressed in e, are:
1 C 0.0152
2 C -0.2512
3 O -0.0363
4 H 0.0541
5 H 0.0515
6 H 0.0838
7 H 0.0477
8 H 0.0229
9 H 0.0278
10 O -0.0073
11 H 0.0763
12 H -0.0022
13 O -0.0838
14 H 0.0118
15 H 0.0452
16 O -0.0438
17 H 0.0018
18 H 0.0523
19 O -0.0659



Entry 3:
Molecular formula: C2H12O6Pt
Method: DFT, the ωB97M-V functional and the def2-TZVPD basis

Geometry as XYZ:
```
21
Properties=species:S:1:pos:R:3:forces:R:3
Pt 0.045173 -0.112212 -0.476554 0.96 2.30 4.33
O -0.450887 1.758137 0.642546 0.51 -1.82 1.27
C -0.409458 1.369613 2.053523 0.25 -0.47 -0.80
C 0.601023 0.199625 2.509409 0.64 -0.57 -1.35
O 1.035432 -0.773624 1.507440 -1.26 1.53 -0.52
H -1.412237 1.138035 2.412569 -0.46 -0.55 -0.28
H -0.184626 2.241661 2.667585 0.50 0.34 -0.10
H 0.286212 -0.420056 3.349046 -1.18 0.15 0.19
H 1.470520 0.656575 2.981915 0.55 0.51 -0.50
O 1.251758 -1.674723 -1.322658 0.89 -1.49 -0.84
H 1.679157 -1.957656 -2.131059 0.05 0.08 -0.47
H 1.359514 -2.413081 -0.723116 0.05 -0.10 0.64
O -1.324156 -1.679669 -0.090062 -1.32 -1.61 0.36
H -2.020452 -1.969147 -0.679641 -0.19 0.13 -0.43
H -1.461376 -2.186309 0.710382 0.36 0.09 0.71
O 1.229394 1.106779 -1.934461 0.51 0.77 -1.09
H 2.039287 1.026479 -2.438286 0.48 -0.22 0.05
H 0.968591 2.021287 -2.043500 -0.19 0.51 0.39
O -1.393911 0.408314 -2.014598 -0.97 0.15 -1.68
H -2.311373 0.661954 -2.115480 -0.44 0.23 0.42
H -0.997583 0.598018 -2.864999 0.27 0.04 -0.32
```
Positions in Å, forces in eV/Å.

Output
Orbital gap (spin up / spin down) in eV: 5.7 / 6.0
ΔE to the lowest compared entry with this formula, charge and spin in eV: 1.4633
2S+1: 3
<S²>: 2.007
E_HOMO (spin up / spin down) in hartree: -0.2253 / -0.2403

The net atomic charges from Löwdin, expressed in e, are:
1 Pt 1.1959
2 O -0.4343
3 C -0.3376
4 C -0.3333
5 O -0.4348
6 H 0.0679
7 H 0.0761
8 H 0.0732
9 H 0.0684
10 O -0.1319
11 H 0.0694
12 H 0.0670
13 O -0.1308
14 H 0.0685
15 H 0.0804
16 O -0.1133
17 H 0.0704
18 H 0.0713
19 O -0.1274
20 H 0.0787
21 H 0.0561



Entry 4:
Molecular formula: C2H13N2Os
Method: DFT, the ωB97M-V functional and the def2-TZVPD basis

Geometry as XYZ:
```
18
Properties=species:S:1:pos:R:3:forces:R:3
C -0.196027 -1.964017 -0.533885 -0.09 -1.01 -0.06
Os -0.183689 -0.002803 -0.014764 -0.81 -0.81 -0.78
N -0.579357 2.061016 0.351645 -0.45 1.62 0.48
N 1.155932 0.373135 -1.596907 1.86 0.70 -1.44
H -0.132826 2.359045 1.225354 -0.07 0.00 -0.25
H -1.603889 -0.103925 -0.801584 -1.47 0.15 -0.87
H -1.122439 -2.435383 -0.168665 0.26 0.05 -0.34
H 0.627577 -2.466425 -0.008152 0.06 0.07 0.02
H -0.072134 -2.176106 -1.607446 -0.28 0.08 0.28
H 2.006155 0.827337 -1.252883 -0.06 -0.08 -0.37
H 0.780094 0.956136 -2.352101 0.10 -0.17 0.19
H 1.462358 -0.494438 -2.041192 -0.05 0.09 0.08
H -0.265911 2.705594 -0.373985 -0.11 0.05 0.11
H -1.580649 2.243886 0.481663 0.26 -0.08 -0.13
C -0.137171 -0.405263 1.906517 1.45 -0.66 2.53
H -0.600980 -1.372587 2.154552 -0.05 0.41 0.00
H -0.513945 0.401798 2.554777 -0.03 -0.32 -0.09
H 0.956899 -0.506999 2.077054 -0.53 -0.08 0.65
```
Positions in Å, forces in eV/Å.

Output
Charge: +1
Orbital gap (spin up / spin down) in eV: 6.9 / 9.5
2S+1: 5
<S²>: 6.010
E_HOMO (spin up / spin down) in hartree: -0.3864 / -0.5440

The net atomic charges from Löwdin, expressed in e, are:
1 C -0.3838
2 Os 1.4166
3 N -0.0947
4 N -0.0966
5 H 0.0815
6 H -0.0757
7 H 0.0232
8 H 0.0252
9 H 0.0164
10 H 0.0801
11 H 0.0889
12 H 0.0775
13 H 0.0783
14 H 0.0865
15 C -0.3801
16 H 0.0285
17 H 0.0167
18 H 0.0115



Entry 5:
Molecular formula: C2H13N3O3
Method: DFT, the ωB97M-V functional and the def2-TZVPD basis

Geometry as XYZ:
```
21
Properties=species:S:1:pos:R:3:forces:R:3
H -0.882378 0.177007 -0.459657 -0.36 1.29 0.98
O -1.570231 0.971926 0.074821 0.32 -0.98 -0.39
N 0.185407 -0.521144 -0.834207 -1.09 -0.13 -0.17
H -1.836058 0.637177 0.938914 0.04 -0.06 -0.08
H 0.129392 -1.381223 -1.354893 0.42 -0.27 0.29
C 1.238106 -0.277261 -0.149315 1.06 -0.16 -1.64
N 2.218968 -1.290308 -0.021405 0.10 0.35 1.92
H 3.155377 -0.920266 0.167298 -0.57 0.20 -0.28
N 1.473012 0.991416 0.240223 0.23 0.42 0.32
H 2.115054 1.250524 0.967444 0.12 -0.35 0.00
H 0.864528 1.739601 -0.077795 -0.14 -0.48 0.06
C 1.875156 -2.178426 1.168382 0.61 0.17 -0.99
H 2.825567 -2.394044 1.672017 -0.32 -0.53 -0.31
H 1.292523 -1.648473 1.915966 -0.41 0.00 -0.08
H 1.355191 -3.061621 0.769016 0.28 0.22 0.62
O -1.450973 3.598106 -0.469145 0.09 -0.17 0.17
H -1.214009 2.912677 0.179962 -0.14 0.18 -0.21
H -2.084755 3.075141 -0.977356 0.04 0.22 -0.08
O -3.572707 -0.558132 -1.086548 0.00 -0.06 0.23
H -2.763376 -0.104876 -0.766676 -0.42 0.14 -0.21
H -3.353794 -1.017802 -1.897049 0.13 -0.01 -0.12
```
Positions in Å, forces in eV/Å.

Output
Orbital gap in eV: 10.3
ΔE to the lowest compared entry with this formula, charge and spin in eV: 0.8330
2S+1: 1
E_HOMO in hartree: -0.3687

The net atomic charges from Löwdin, expressed in e, are:
1 H 0.0185
2 O -0.2418
3 N 0.1370
4 H 0.0332
5 H 0.1030
6 C -0.5298
7 N -0.0128
8 H 0.1087
9 N 0.1861
10 H 0.1102
11 H 0.1088
12 C -0.0686
13 H 0.0783
14 H 0.0742
15 H 0.0811
16 O -0.1008
17 H -0.0115
18 H 0.0236
19 O -0.0870
20 H -0.0264
21 H 0.0158



Entry 6:
Molecular formula: C2H13N3O3
Method: DFT, the ωB97M-V functional and the def2-TZVPD basis

Geometry as XYZ:
```
21
Properties=species:S:1:pos:R:3:forces:R:3
C -0.014057 -0.383191 1.588729 0.29 0.33 -0.37
N -0.687219 -0.913362 0.374017 -0.98 0.76 1.17
C -1.639794 -0.023839 -0.201992 -0.31 -2.03 -0.61
N -2.045197 -0.358794 -1.543990 0.29 -0.64 0.18
N -2.704572 0.185113 0.628422 0.49 1.36 0.59
H 0.736616 0.338391 1.269916 0.13 -0.12 0.03
H -0.699829 0.119310 2.265723 -0.18 -0.15 0.11
H 0.484261 -1.194539 2.103323 0.08 -0.06 -0.10
H -1.197335 -1.749575 0.636313 0.41 -0.62 -0.53
H -2.851810 -0.984172 -1.531167 0.27 0.21 0.08
H -1.231299 -0.878036 -1.900470 -0.13 0.64 -0.37
H -3.098980 1.112993 0.458639 -0.36 -0.04 -0.33
H 2.760121 -0.457222 0.319090 0.11 0.00 -0.24
H 2.624537 2.046799 -0.441537 0.63 -0.05 0.36
O 2.360605 1.204570 -0.057048 -1.09 0.48 -0.47
H -1.077310 0.984917 -0.338120 0.65 0.60 -0.61
H 3.283382 -1.960643 0.349811 0.14 0.29 -0.10
O 2.530409 -1.390057 0.512204 -0.22 -0.39 0.27
H 1.305476 1.199306 -0.732423 1.14 -0.41 0.20
H 0.671979 1.922567 -2.173612 -0.23 0.04 0.07
O 0.490014 1.179461 -1.585822 -1.13 -0.20 0.66
```
Positions in Å, forces in eV/Å.

Output
Orbital gap in eV: 4.4
ΔE to the lowest compared entry with this formula, charge and spin in eV: 7.3151
2S+1: 1
E_HOMO in hartree: -0.3226

The net atomic charges from Löwdin, expressed in e, are:
1 C -0.0822
2 N 0.0299
3 C -0.6310
4 N 0.1085
5 N 0.2907
6 H 0.0555
7 H 0.0716
8 H 0.0804
9 H 0.1349
10 H 0.0876
11 H 0.1064
12 H 0.0856
13 H -0.0130
14 H -0.0119
15 O -0.2847
16 H 0.2049
17 H 0.0231
18 O -0.0953
19 H -0.0371
20 H 0.0242
21 O -0.1482



Entry 7:
Molecular formula: C2H13N3P5
Method: DFT, the ωB97M-V functional and the def2-TZVPD basis

Geometry as XYZ:
```
23
Properties=species:S:1:pos:R:3:forces:R:3
C -0.362754 0.243098 0.698299 0.28 0.24 0.58
C -2.638715 0.935354 1.068375 1.83 0.33 -1.44
N -1.544423 -0.099511 1.227994 -0.66 2.52 -0.32
N 0.528600 -0.694087 0.355089 1.12 0.40 -0.16
N -0.072895 1.572985 0.536611 -1.06 0.82 1.40
P 1.325323 3.512683 -1.596158 0.09 0.69 1.28
P 0.224083 -2.248989 -2.136716 -1.18 -0.30 -0.13
P 2.070955 -3.135112 0.519747 0.26 1.83 -0.47
P 1.557612 1.911303 0.014933 1.29 1.48 1.05
P 0.026833 -2.340886 0.038241 0.40 -0.44 0.86
H -2.663703 1.081111 -0.028064 -0.08 0.51 0.49
H -3.618746 0.594784 1.273467 -0.64 -0.60 1.01
H -2.376948 1.915760 1.556062 -0.66 -1.28 -0.16
H -1.759667 -1.045636 1.441593 -0.07 -0.69 0.01
H 1.543829 -0.443858 0.111969 -2.13 0.11 0.54
H -0.644667 2.277413 1.146513 1.54 -1.92 -1.76
H 1.419372 2.668355 -2.697575 0.29 -0.55 -0.16
H 2.720624 3.890991 -1.543596 -0.61 -0.39 -0.02
H -1.074394 -1.522689 -2.235054 1.02 -0.78 0.06
H -0.371740 -3.572950 -2.068758 0.15 0.63 -0.51
H 1.805379 -4.086149 1.433174 -0.66 -0.84 1.54
H 1.911815 -4.086102 -0.416920 0.14 -1.09 -1.57
H 1.994226 2.672128 1.300773 -0.65 -0.65 -2.12
```
Positions in Å, forces in eV/Å.

Output
Charge: +1
Orbital gap in eV: 9.1
ΔE to the lowest compared entry with this formula, charge and spin in eV: 0.0000
2S+1: 1
SMILES: CN/C(NP(P)#[PH2])=[NH+]/[PH]#[PH2]
E_HOMO in hartree: -0.4417

The net atomic charges from Löwdin, expressed in e, are:
1 C -0.5600
2 C -0.0160
3 N 0.0358
4 N -0.3356
5 N -0.2493
6 P 0.5001
7 P 0.4867
8 P 0.5849
9 P 0.6194
10 P 0.3801
11 H 0.0992
12 H 0.0786
13 H 0.0941
14 H 0.0856
15 H 0.0204
16 H 0.1439
17 H -0.1831
18 H -0.1335
19 H -0.1209
20 H -0.1315
21 H -0.1819
22 H -0.1934
23 H -0.0236



Entry 8:
Molecular formula: C2H13NO3S
Method: DFT, the ωB97M-V functional and the def2-TZVPD basis

Geometry as XYZ:
```
20
Properties=species:S:1:pos:R:3:forces:R:3
C -1.068115 -1.193249 -0.931388 0.62 -0.30 -1.02
C 0.291841 -1.031763 -0.289799 1.40 -2.72 0.45
S 0.249403 0.056807 1.178003 -0.40 0.71 -0.76
N -1.337751 -0.031170 -1.890492 -2.00 -4.20 0.41
H -1.070192 -2.141657 -1.581318 0.16 1.43 0.73
H -1.830782 -1.440057 -0.121510 0.67 0.94 -0.95
H 0.627035 -2.110513 0.024318 -0.55 2.04 -0.16
H 1.106299 -0.724005 -0.987407 -0.93 0.10 0.35
H 0.825667 -0.738741 2.034679 0.45 -0.69 0.56
H -2.341663 -0.088691 -1.791008 -0.60 0.57 -1.08
H -1.159279 0.879305 -1.627404 1.17 2.11 1.49
H 4.247777 1.156399 3.573416 -2.16 3.65 1.18
H 3.922473 -0.307490 3.194760 -1.24 -0.41 -0.02
O 4.564424 0.360319 3.325215 3.40 -3.24 -1.17
H -0.537784 1.423447 -5.870249 -0.08 1.61 0.08
H -1.100508 2.954789 -6.017913 1.44 -1.61 0.48
O -0.317510 2.383210 -5.744267 -1.37 0.00 -0.54
H -1.413685 0.899806 4.292955 -0.47 -0.42 0.66
H -1.798568 -0.558588 4.347408 -0.15 0.26 0.38
O -1.859084 0.251842 4.882001 0.62 0.16 -1.09
```
Positions in Å, forces in eV/Å.

Output
Orbital gap in eV: 9.9
ΔE to the lowest compared entry with this formula, charge and spin in eV: 1.6659
2S+1: 1
SMILES: NCCS.O.O.O
E_HOMO in hartree: -0.3503

The net atomic charges from Löwdin, expressed in e, are:
1 C -0.3638
2 C -0.5917
3 S 0.6803
4 N 0.0048
5 H 0.1201
6 H 0.1098
7 H 0.1052
8 H 0.0770
9 H -0.1925
10 H 0.0512
11 H 0.0190
12 H -0.0277
13 H 0.0144
14 O 0.0107
15 H 0.0507
16 H 0.0634
17 O -0.1166
18 H 0.0378
19 H 0.0308
20 O -0.0830



| no. | DFT total energy (eV) |
| --- | --- |
| 1 | -10453.9159 |
| 2 | -12504.2813 |
| 3 | -17794.0036 |
| 4 | -7721.6734 |
| 5 | -12897.3717 |
| 6 | -12890.8896 |
| 7 | -53191.3009 |
| 8 | -20751.1803 |